Record 1
Computed, not measured: a 3-piece molecular cluster, C19H38ClFO7S overall at a distorted geometry, with ωB97M-V with the def2-TZVPD basis set.

Its charge is 0. As for the HOMO energy: -9.76 eV. As for the energy relative to the best compared isomer or geometry (same formula, charge and spin): 0.0 kcal per mole. For the frontier orbital gap, the calculation gives 10.28 eV.

Positions of all 67 atoms, in Å:
C1 -0.39044 1.95345 0.18741
C2 -1.85352 1.56651 -0.08761
C3 -2.58803 1.00381 1.14747
C4 -1.62285 0.27246 2.07017
C5 -2.25565 -0.68207 3.09117
C6 -1.30102 -1.83873 3.43669
C7 -0.66172 -1.76607 4.82070
C8 0.33064 -0.60810 5.05238
C9 1.13455 -0.14606 3.85112
O1 1.21736 1.31318 4.03049
C10 2.31632 1.56229 4.77729
O2 2.69492 2.62088 5.21141
O3 3.01450 0.33552 4.96441
C11 2.65604 -0.36760 3.82644
Cl1 3.25855 0.56462 2.37335
S1 3.23807 -2.04841 3.61093
O4 3.22494 -2.74361 4.83647
O5 2.49221 -2.58280 2.53894
F1 4.65910 -1.81165 3.10895
H1 -0.02951 2.59876 -0.60251
H2 -0.25052 2.44718 1.14068
H3 0.22204 1.06272 0.13179
H4 -1.82739 0.83918 -0.89139
H5 -2.35037 2.46397 -0.43720
H6 -3.40953 0.36228 0.85680
H7 -2.94340 1.87117 1.69622
H8 -0.99883 0.97402 2.60864
H9 -0.94052 -0.32858 1.47352
H10 -2.52569 -0.18124 4.01685
H11 -3.18056 -1.08943 2.69941
H12 -1.86200 -2.76768 3.41665
H13 -0.52983 -1.96589 2.68466
H14 -0.24239 -2.72933 5.08213
H15 -1.46535 -1.60679 5.53416
H16 -0.18655 0.22855 5.49231
H17 1.03073 -0.94267 5.81221
H18 0.71127 -0.28705 2.86995
C12 -3.50920 -2.89538 -3.61878
C13 -3.88685 -1.45490 -3.31790
O6 -2.77877 -0.58331 -3.19839
C14 -1.94714 -0.46291 -4.33603
C15 -2.66138 0.05465 -5.57306
H19 -2.83538 -3.28096 -2.85254
H20 -4.40224 -3.52044 -3.64506
H21 -3.00595 -2.99448 -4.58142
H22 -4.39932 -1.41072 -2.35674
H23 -4.59246 -1.07539 -4.06562
H24 -1.44929 -1.41618 -4.54795
H25 -1.16412 0.24101 -4.05275
H26 -3.44532 -0.62535 -5.90881
H27 -1.95270 0.17458 -6.39318
H28 -3.12528 1.02057 -5.36898
C16 4.65600 1.02131 -1.87133
C17 3.22499 0.51194 -1.87650
O7 2.24544 1.53106 -1.94175
C18 2.26767 2.37188 -3.07778
C19 2.08140 1.63549 -4.39371
H29 4.80983 1.71935 -1.04694
H30 5.35103 0.18881 -1.75851
H31 4.90835 1.54270 -2.79583
H32 3.02344 -0.01311 -0.94187
H33 3.07565 -0.21675 -2.68168
H34 3.18829 2.96666 -3.09546
H35 1.44544 3.07482 -2.93984
H36 2.89104 0.93054 -4.58715
H37 2.05435 2.34515 -5.22122
H38 1.14693 1.07261 -4.38625

Results of the Mulliken charge analysis, in e, for atoms 1 through 2: atom 1 (C): -0.9849, atom 2 (C): -0.4381

=====

Record 2
Computed, not measured: C19H38CoO3P as an isolated structure at a distorted geometry, with ωB97M-V with the def2-TZVPD basis set.

As for the spin multiplicity: 5. Its charge is +2. As for the HOMO energy (spin up / spin down): -15.39 / -15.96 eV. The expectation value of S² is 6.0107. As for the energy relative to the best compared isomer or geometry (same formula, charge and spin): 0.0 kcal per mole. For the frontier orbital gap (spin up / spin down), the calculation gives 10.48 / 7.24 eV.

Positions of all 62 atoms, in Å:
C1 -2.11273 -1.75731 1.02924
H1 -2.45859 -1.42023 2.01143
H2 -2.99745 -1.90121 0.40180
H3 -1.49347 -0.87986 0.54693
C2 -1.29952 -3.03900 1.14939
H4 -0.80276 -3.21529 0.17677
H5 -0.50933 -2.87041 1.89445
C3 -2.09156 -4.28739 1.53130
H6 -1.41713 -5.14264 1.48701
H7 -2.48220 -4.24095 2.55128
H8 -2.91884 -4.49005 0.85186
C4 0.71977 1.14846 -1.65127
C5 0.62866 -0.26660 -1.84790
C6 -0.76444 -0.61921 -1.85216
C7 -1.52783 0.58415 -1.66401
C8 -0.60226 1.67520 -1.54180
C9 -0.92969 3.12831 -1.51543
C10 -3.01112 0.71726 -1.65055
C11 -1.31166 -1.97002 -2.13870
C12 1.75940 -1.14502 -2.24606
C13 1.95642 1.96862 -1.77834
Co1 -0.28707 0.29463 -0.07425
H9 -3.30099 1.52179 -0.95859
H10 -3.40687 0.96072 -2.64883
H11 -3.47434 -0.21660 -1.30814
H12 -1.98781 3.29353 -1.28705
H13 -0.33014 3.64721 -0.75596
H14 -0.71694 3.61286 -2.48083
H15 2.85973 1.36681 -1.64772
H16 2.05247 2.46713 -2.75528
H17 1.97151 2.76120 -1.02093
H18 1.54465 -2.19607 -2.02025
H19 1.95812 -1.07594 -3.32937
H20 2.69080 -0.86547 -1.73652
H21 -2.09046 -2.21357 -1.40610
H22 -1.75130 -2.01686 -3.14672
H23 -0.52025 -2.72502 -2.06119
C14 3.01047 -0.53272 1.21871
C15 1.83137 -0.95240 2.05651
O1 0.54952 -0.24539 1.69110
P1 0.12288 1.19816 2.55207
O2 0.91878 2.36363 1.67053
C16 1.63182 3.44614 2.37266
C17 2.61604 2.92773 3.39482
O3 -1.41193 1.27439 1.89508
C18 -2.44934 2.17331 2.44371
C19 -2.94214 1.64473 3.76892
H24 2.93855 -0.87276 0.17857
H25 3.89491 -1.01342 1.65304
H26 3.18976 0.54850 1.23898
H27 1.61875 -2.01588 1.93346
H28 2.01713 -0.74099 3.11380
H29 2.13636 4.02431 1.59802
H30 0.88999 4.08890 2.86084
H31 3.37024 2.28042 2.93953
H32 3.13405 3.80177 3.80167
H33 2.12776 2.41447 4.22915
H34 -2.03357 3.18156 2.55531
H35 -3.25196 2.19913 1.70023
H36 -2.15021 1.63638 4.52531
H37 -3.74694 2.29621 4.12331
H38 -3.35284 0.63705 3.65467

Results of the Mulliken charge analysis, in e, for atoms 1 through 2: atom 1 (C): 0.4151, atom 2 (H): 0.4586

=====

Record 3
Computed, not measured: C19H38F3N2O11S2V as an isolated structure at a distorted geometry, with ωB97M-V with the def2-TZVPD basis set.

As for the spin multiplicity: 2. Its charge is -1. As for the HOMO energy (spin up / spin down): -5.73 / -5.73 eV. The expectation value of S² is 0.7602. For the frontier orbital gap (spin up / spin down), the calculation gives 7.47 / 5.80 eV.

Positions of all 76 atoms, in Å:
O1 0.68103 1.99614 -2.08447
V1 0.15751 1.88449 -0.56182
O2 -0.27467 0.33624 -0.34880
C1 4.54049 3.06584 0.10404
F1 5.61424 3.19219 0.81666
F2 4.30188 4.21422 -0.59754
F3 4.76666 2.06970 -0.82783
S1 3.10738 2.52263 1.16948
O3 2.87673 3.60105 2.09093
O4 2.04500 2.34634 0.18484
O5 3.55863 1.21883 1.64906
S2 -0.70985 4.19570 1.79522
O6 -0.66723 3.01062 0.99814
O7 -0.59533 3.86016 3.21474
O8 0.30679 5.16824 1.44084
O9 -2.04690 4.76207 1.85192
C2 3.78406 -5.04130 3.52134
C3 4.06917 -3.71926 2.77030
C4 4.09681 -3.95190 1.19573
C5 2.67407 -3.98085 0.46527
C6 1.82764 -2.77700 0.92282
C7 1.74356 -2.63207 2.47046
N1 3.09805 -2.62933 3.03395
O10 3.10199 -2.09758 4.29635
C8 1.09563 -1.21868 2.64047
C9 0.74691 -3.75189 3.00268
C10 5.45788 -3.22229 3.08019
H1 3.45576 -5.04048 4.56072
H2 4.65388 -5.68977 3.41650
H3 3.03202 -5.59106 2.95539
H4 4.71514 -3.14870 0.79493
H5 4.62105 -4.88499 0.98931
H6 2.25593 -4.91907 0.82996
H7 2.67672 -3.98028 -0.62472
H8 0.88659 -3.15361 0.52197
H9 2.10534 -1.81307 0.49640
H10 0.86115 -1.03496 3.68898
H11 1.74531 -0.40213 2.32540
H12 0.12030 -1.14903 2.15881
H13 -0.23957 -3.60399 2.56327
H14 1.06412 -4.74090 2.67204
H15 0.51640 -3.65461 4.06358
H16 6.27640 -3.75526 2.59639
H17 5.68499 -3.02299 4.12747
H18 5.58812 -2.22816 2.65260
H19 3.18115 -1.16706 4.07392
C11 -1.49752 1.32346 -4.32892
C12 -2.90716 1.69314 -3.81453
C13 -3.91020 0.48864 -4.25417
C14 -5.30784 0.67195 -3.60054
C15 -5.16681 0.61205 -2.04372
C16 -4.17619 1.71866 -1.50555
N2 -2.88370 1.82233 -2.37117
O11 -1.95360 2.69227 -1.86302
C17 -4.80077 3.07019 -1.40122
C18 -3.86796 1.18083 -0.19155
C19 -3.34956 3.00264 -4.48085
H20 -1.54275 0.92303 -5.34168
H21 -1.12662 0.53228 -3.67732
H22 -0.76093 2.12501 -4.27368
H23 -4.05625 0.54091 -5.33307
H24 -3.58739 -0.49383 -3.90971
H25 -5.85766 -0.20081 -3.95283
H26 -5.86672 1.53299 -3.96709
H27 -4.99709 -0.44926 -1.86229
H28 -6.19252 0.71923 -1.69085
H29 -4.12090 3.82346 -1.00313
H30 -5.10152 3.56680 -2.32373
H31 -5.71897 3.04532 -0.81437
H32 -4.71486 1.05377 0.48279
H33 -3.35047 0.22203 -0.15974
H34 -3.09973 1.74445 0.33784
H35 -4.43298 3.11114 -4.53117
H36 -2.92619 3.12586 -5.47768
H37 -2.86571 3.82715 -3.95722
H38 -2.41839 3.53212 -1.84774

Results of the Mulliken charge analysis, in e, for atoms 1 through 2: atom 1 (O): -0.4000, atom 2 (V): 1.5502

=====

Ordered calculated total energy results: -60724.8724; -73361.6528; -101330.6316; unit eV.